Entry 1:
C4H14NO3S | ωB97M-V/def2-TZVPD

Geometry as XYZ:
```
23
C4H14NO3S (ωB97M-V/def2-TZVPD)
C 0.874 -2.404 -0.191
N -0.261 -1.758 0.499
C -0.279 -0.296 0.362
C -1.681 0.120 0.757
S -1.998 1.904 0.300
C 0.795 0.429 1.130
O 2.031 0.505 0.405
H 1.045 -1.807 -1.109
H 1.797 -2.431 0.397
H 0.571 -3.430 -0.432
H -0.226 -1.909 1.526
H -0.094 0.002 -0.684
H -1.801 0.059 1.848
H -2.469 -0.399 0.249
H 2.033 0.881 -0.481
H 0.471 1.444 1.468
H 1.137 0.022 2.068
H -2.430 1.002 -1.816
H -1.764 -0.388 -1.801
O -2.225 0.215 -2.384
H 1.814 3.160 -0.112
H 0.884 2.350 -1.020
O 1.776 2.729 -0.978
```

DFT total energy (hartree): -839.48435
Charge: -1
HOMO energy (Ha): -0.11790
Energy above the lowest of the compared OMol25 structures with the same formula, charge and spin (kJ/mol): 0.0
Maximum force (hartree/bohr): 0.0483
Orbital gap (eV): 6.8

Entry 2:
C26H70N4O12 | ωB97M-V/def2-TZVPD

Geometry as XYZ:
```
112
C26H70N4O12 (ωB97M-V/def2-TZVPD)
C -0.704 -2.004 1.183
O -1.532 -2.951 0.582
C -2.268 -3.844 1.431
C -1.535 -5.156 1.566
N -1.323 -5.778 0.229
C -0.077 -6.623 0.189
C 0.367 -6.961 -1.261
O 0.717 -5.769 -1.984
C 1.075 -5.960 -3.302
H -1.280 -1.260 1.732
H -0.057 -1.610 0.399
H -0.092 -2.571 1.885
H -3.300 -3.954 1.097
H -2.408 -3.327 2.380
H -2.262 -5.754 2.115
H -0.670 -4.925 2.188
H -1.206 -5.071 -0.483
H -0.217 -7.534 0.771
H 0.807 -6.224 0.688
H -0.572 -7.406 -1.592
H 1.154 -7.714 -1.213
H 1.402 -5.038 -3.784
H 0.207 -6.309 -3.860
H 1.871 -6.704 -3.335
C 3.161 -0.098 -3.664
O 4.067 0.534 -2.703
C 3.990 -0.093 -1.404
C 4.893 0.582 -0.347
N 4.422 1.831 0.260
C 3.267 1.596 1.150
C 2.826 2.842 2.019
O 2.150 3.931 1.278
C 1.961 5.028 2.199
H 3.611 -0.900 -4.249
H 2.881 0.570 -4.479
H 2.230 -0.335 -3.149
H 4.323 -1.130 -1.440
H 2.947 -0.079 -1.086
H 5.836 0.720 -0.876
H 5.275 -0.143 0.372
H 4.176 2.609 -0.334
H 3.611 0.861 1.878
H 2.383 1.228 0.628
H 3.654 3.242 2.605
H 2.270 2.306 2.789
H 2.846 5.445 2.681
H 1.166 4.843 2.920
H 1.538 5.793 1.547
C 2.041 3.829 -1.482
O 1.244 3.015 -2.348
C -0.140 3.149 -2.083
C -0.935 1.947 -2.699
N -0.613 0.665 -2.051
C -1.424 -0.549 -2.434
C -0.651 -1.751 -1.747
O 0.675 -1.863 -2.369
C 1.240 -3.101 -2.051
H 1.684 3.567 -0.486
H 1.972 4.904 -1.649
H 3.062 3.495 -1.667
H -0.408 4.115 -2.512
H -0.412 3.165 -1.027
H -0.673 1.854 -3.753
H -2.008 2.088 -2.570
H 0.358 0.408 -2.159
H -1.406 -0.555 -3.524
H -2.438 -0.520 -2.035
H -1.244 -2.629 -2.003
H -0.463 -1.625 -0.681
H 2.247 -3.111 -2.469
H 0.642 -3.901 -2.485
H 1.373 -3.252 -0.980
C -2.722 -0.459 3.869
O -3.011 0.104 2.654
C -3.703 1.338 2.633
C -3.670 1.852 1.208
N -2.386 2.355 0.865
C -2.221 3.042 -0.463
C -2.976 4.367 -0.603
O -4.378 4.207 -0.861
C -4.921 5.384 -1.496
H -3.605 -0.650 4.480
H -2.046 0.135 4.483
H -2.372 -1.472 3.671
H -3.323 2.045 3.371
H -4.727 1.141 2.952
H -4.397 2.600 0.892
H -3.811 1.007 0.535
H -1.757 1.567 0.931
H -2.481 2.444 -1.337
H -1.156 3.237 -0.592
H -2.487 5.111 -1.231
H -2.975 4.770 0.410
H -5.999 5.241 -1.559
H -4.632 5.555 -2.533
H -4.728 6.325 -0.982
C 0.184 1.027 0.503
C 0.173 0.158 1.783
O 1.372 0.302 2.535
O -1.035 1.058 -0.200
H 0.933 0.737 -0.234
H 0.328 2.034 0.895
H 0.189 -0.894 1.498
H -0.685 0.368 2.422
H 1.576 -0.541 2.947
H -0.893 1.125 -1.147
O 0.457 1.991 3.677
H 0.732 1.495 2.906
H 0.351 1.332 4.362
O 1.493 -1.726 3.112
H 2.376 -1.455 2.859
H 1.629 -2.335 3.839
```

DFT total energy (hartree): -2153.70158
HOMO energy (Ha): -0.23747
Maximum force (hartree/bohr): 0.2317
Orbital gap (eV): 6.1

Entry 3:
C36H64N13O15 | ωB97M-V/def2-TZVPD

Geometry as XYZ:
```
128
C36H64N13O15 (ωB97M-V/def2-TZVPD)
C -1.964 -0.884 2.875
C -1.643 -1.455 1.395
C -2.898 -1.369 0.490
C -3.031 0.112 -0.012
C -1.901 0.607 -0.818
C -0.676 0.577 0.079
N -0.461 -0.724 0.766
O 0.692 -0.958 1.098
C -0.751 1.777 1.192
C 0.534 0.819 -0.913
C -1.137 -2.924 1.584
H -1.049 -0.577 3.380
H -2.343 -1.626 3.512
H -2.355 0.131 2.907
H -3.940 -1.810 0.917
H -2.831 -2.213 -0.314
H -3.445 0.961 0.634
H -3.962 0.183 -0.582
H -2.128 1.561 -0.909
H -1.772 0.021 -1.640
H -1.632 1.683 1.847
H -0.744 2.533 0.603
H 0.077 1.970 1.652
H 0.783 -0.120 -1.363
H 1.531 1.154 -0.573
H 0.446 1.756 -1.577
H -0.893 -3.493 0.668
H -1.899 -3.397 1.877
H -0.491 -3.145 2.325
N 2.670 -5.149 2.276
C 3.885 -5.155 3.059
C 4.648 -3.925 2.636
C 3.848 -3.296 1.485
C 2.603 -4.120 1.279
H 2.009 -5.970 2.244
H 4.002 -6.015 4.025
H 5.666 -3.617 3.225
H 4.117 -2.342 0.890
H 1.735 -3.865 0.698
N -2.072 4.848 -5.202
C -1.993 6.235 -4.852
C -1.059 6.150 -3.596
C -0.640 4.658 -3.337
C -1.456 3.976 -4.355
H -2.732 4.425 -5.915
H -2.589 7.015 -5.343
H -0.535 7.053 -3.006
H 0.055 4.317 -2.596
H -1.640 2.882 -4.672
N 0.854 -7.845 3.213
C 0.010 -6.621 3.003
C -0.177 -6.343 1.584
C 0.613 -7.355 0.872
C 1.437 -8.124 1.945
H 1.151 -8.386 3.952
H -0.641 -6.400 3.863
H -0.915 -5.678 1.203
H 0.835 -7.464 -0.283
H 2.316 -8.875 2.087
N 5.690 -0.342 -3.421
C 4.853 0.737 -3.638
C 3.820 0.839 -2.536
C 4.203 -0.254 -1.499
C 5.349 -1.028 -2.215
H 6.414 -0.647 -4.071
H 4.985 1.220 -4.522
H 3.040 1.613 -2.409
H 3.864 -0.548 -0.661
H 5.868 -1.966 -1.880
N -1.010 5.275 2.048
C -0.843 6.188 1.066
C -2.244 6.671 0.762
C -3.183 6.006 1.660
C -2.342 5.013 2.322
H -0.181 4.709 2.299
H -0.006 6.369 0.586
H -2.512 7.551 0.125
H -4.098 6.278 1.871
H -2.693 4.260 2.972
C -3.109 -0.988 -4.976
N -3.654 -1.266 -3.667
O -3.468 -2.295 -3.164
O -4.588 -0.487 -3.326
H -2.052 -1.386 -4.683
H -3.323 0.014 -5.097
H -3.423 -1.693 -5.633
C 3.557 4.996 0.581
N 2.377 4.794 -0.274
O 1.821 5.684 -0.941
O 2.096 3.522 -0.486
H 4.564 4.792 0.272
H 3.377 4.553 1.647
H 3.660 6.072 0.756
C 4.261 1.876 3.121
N 3.258 0.959 2.588
O 2.173 1.002 3.195
O 3.562 0.156 1.702
H 5.216 1.896 2.519
H 4.541 1.447 4.096
H 3.891 2.936 3.408
C -3.584 4.543 -1.281
N -4.519 3.382 -1.802
O -3.987 2.475 -2.456
O -5.716 3.518 -1.536
H -3.170 4.990 -2.013
H -2.852 4.107 -0.707
H -4.210 5.274 -0.892
C -0.470 1.424 6.325
N -1.244 2.566 5.690
O -1.208 2.758 4.427
O -1.863 3.353 6.365
H -0.663 0.612 5.664
H -0.562 1.198 7.395
H 0.603 1.642 6.219
C -2.710 -6.025 -2.456
N -1.385 -6.166 -1.818
O -1.084 -7.235 -1.522
O -0.796 -5.136 -1.411
H -3.216 -5.112 -2.107
H -3.133 -6.997 -2.619
H -2.506 -5.570 -3.381
C 1.574 -3.189 -3.058
N 0.750 -2.610 -1.991
O -0.312 -2.143 -2.351
O 1.126 -2.633 -0.855
H 2.313 -3.940 -2.790
H 2.116 -2.197 -3.348
H 0.875 -3.580 -3.673
```

DFT total energy (hartree): -3248.89143
Charge: +1
HOMO energy (Ha): -0.33983
Energy above the lowest of the compared OMol25 structures with the same formula, charge and spin (kJ/mol): 64.8
Maximum force (hartree/bohr): 0.2655
Orbital gap (eV): 4.6

Entry 4:
C35H94N2O11 | ωB97M-V/def2-TZVPD

Geometry as XYZ:
```
142
C35H94N2O11 (ωB97M-V/def2-TZVPD)
C 5.934 5.297 -3.819
O 5.930 3.849 -3.904
C 5.164 3.234 -2.895
C 5.248 1.713 -3.017
C 6.598 1.087 -2.538
N 4.986 1.274 -4.353
H 6.260 5.548 -2.810
H 4.938 5.717 -3.960
H 6.676 5.745 -4.479
H 5.488 3.337 -1.860
H 4.174 3.689 -2.938
H 4.499 1.222 -2.397
H 6.946 1.464 -1.577
H 7.344 1.282 -3.308
H 6.293 0.061 -2.336
H 4.482 2.066 -4.726
H 5.834 1.427 -4.880
C 1.471 1.907 -2.170
O 0.853 0.849 -1.429
C -0.180 1.310 -0.554
C -0.990 0.210 0.097
C -2.234 0.651 0.837
N -0.187 -0.675 0.917
H 2.389 1.583 -2.661
H 1.813 2.743 -1.560
H 0.793 2.279 -2.938
H 0.233 2.049 0.133
H -0.882 1.829 -1.207
H -1.400 -0.404 -0.705
H -2.979 1.043 0.144
H -2.110 1.482 1.532
H -2.664 -0.120 1.477
H 0.263 -0.091 1.607
H 0.577 -0.998 0.342
C 3.824 -0.262 0.107
C 4.207 -1.427 0.965
C 4.764 -0.958 2.306
O 3.019 -2.150 1.252
H 3.076 0.314 0.652
H 3.352 -0.532 -0.838
H 4.695 0.365 -0.084
H 4.822 -2.078 0.342
H 4.057 -0.409 2.927
H 5.681 -0.376 2.214
H 5.096 -1.880 2.784
H 2.754 -2.586 0.439
C -4.569 -2.812 -2.352
C -4.878 -1.908 -1.165
C -6.143 -1.038 -1.185
O -4.803 -2.746 -0.033
H -3.609 -3.311 -2.225
H -4.547 -2.278 -3.302
H -5.299 -3.621 -2.358
H -4.041 -1.213 -1.116
H -6.255 -0.644 -0.175
H -7.018 -1.611 -1.493
H -6.113 -0.128 -1.785
H -3.877 -2.961 0.103
C -0.268 -1.660 5.446
C 0.481 -0.287 5.470
C 1.205 0.027 4.146
O -0.388 0.734 5.695
H 0.404 -2.409 5.028
H -1.043 -1.574 4.684
H -0.721 -1.935 6.398
H 1.074 -0.337 6.384
H 2.023 0.744 4.223
H 0.575 0.585 3.453
H 1.589 -0.843 3.613
H -0.955 0.318 6.349
C -2.554 -3.496 2.481
C -1.753 -3.800 1.226
C -2.168 -5.135 0.591
O -1.923 -2.777 0.311
H -3.607 -3.431 2.206
H -2.211 -2.594 2.988
H -2.501 -4.348 3.159
H -0.670 -3.804 1.346
H -1.973 -5.916 1.326
H -1.597 -5.358 -0.310
H -3.223 -5.145 0.315
H -1.422 -2.026 0.637
C 1.002 5.148 -3.622
C 0.447 6.542 -3.907
C -0.940 6.452 -4.617
O 0.283 7.176 -2.669
H 0.393 4.537 -2.955
H 1.987 5.247 -3.166
H 1.204 4.602 -4.543
H 1.170 7.055 -4.542
H -1.275 7.417 -4.996
H -1.664 6.071 -3.896
H -0.917 5.722 -5.426
H -0.134 6.559 -2.065
C -5.852 -2.863 4.610
C -4.757 -1.885 5.048
C -4.468 -0.730 4.068
O -5.042 -1.485 6.315
H -6.097 -3.659 5.313
H -5.734 -3.214 3.585
H -6.714 -2.199 4.555
H -3.841 -2.468 5.143
H -5.378 -0.139 3.964
H -4.099 -1.020 3.084
H -3.746 -0.070 4.548
H -5.176 -2.322 6.767
C -1.944 2.982 3.974
C -0.505 3.542 3.550
C -0.461 5.055 3.193
O 0.306 3.260 4.664
H -2.210 3.064 5.028
H -1.861 1.918 3.752
H -2.795 3.257 3.352
H -0.073 2.998 2.710
H -1.212 5.444 3.881
H -0.809 5.115 2.162
H 0.506 5.498 3.431
H 0.133 2.387 5.023
C 1.103 -4.704 -2.533
C 1.149 -3.873 -1.274
C 1.642 -4.855 -0.105
O 2.156 -2.887 -1.423
H 0.549 -5.631 -2.387
H 2.110 -4.914 -2.894
H 0.632 -4.180 -3.364
H 0.248 -3.339 -0.971
H 1.656 -4.371 0.872
H 2.686 -5.097 -0.305
H 0.989 -5.718 0.024
H 1.914 -2.392 -2.209
C 0.206 -1.869 -5.346
C -0.151 -1.040 -4.128
C -1.552 -1.286 -3.475
O 0.847 -1.291 -3.182
H 0.416 -2.899 -5.058
H 1.095 -1.368 -5.728
H -0.637 -1.824 -6.037
H -0.167 -0.001 -4.459
H -1.746 -0.535 -2.708
H -1.565 -2.236 -2.942
H -2.328 -1.144 -4.227
H 0.884 -0.482 -2.668
```

DFT total energy (hartree): -2326.93107
HOMO energy (Ha): -0.35420
SMILES string: COC[C@H](C)N.COC[C@H](C)N.CC(C)O.CC(C)O.CC(C)O.CC(C)O.CC(C)O.CC(C)O.CC(C)O.CC(C)O.CC(C)O
Energy above the lowest of the compared OMol25 structures with the same formula, charge and spin (kJ/mol): 144.1
Maximum force (hartree/bohr): 0.0695
Orbital gap (eV): 9.8

Entry 5:
C31H28Cl2CrN6O3S | ωB97M-V/def2-TZVPD

Geometry as XYZ:
```
72
C31H28Cl2CrN6O3S (ωB97M-V/def2-TZVPD)
Cr 16.772 10.146 9.886
Cl 16.363 11.712 13.978
C 18.044 12.099 14.400
Cl 19.173 11.513 13.191
H 18.235 11.677 15.395
H 18.070 13.202 14.398
S 14.464 10.346 10.508
C 14.315 12.015 10.112
N 13.209 12.657 9.682
N 12.051 12.013 9.530
C 11.095 12.594 8.764
C 11.346 13.816 8.116
C 10.306 14.559 7.619
C 9.008 14.052 7.591
C 8.736 12.856 8.207
C 9.786 12.078 8.758
N 15.451 12.773 10.124
N 16.628 12.162 9.886
C 17.635 13.126 9.718
C 17.447 14.467 10.148
C 18.403 15.453 9.813
C 19.474 15.162 9.012
C 19.649 13.832 8.617
C 18.821 12.807 9.025
H 11.946 11.030 9.837
H 12.322 14.321 8.261
H 10.507 15.558 7.227
H 8.175 14.557 7.097
H 7.690 12.498 8.370
H 9.453 11.220 9.307
H 16.568 14.652 10.781
H 18.187 16.482 10.074
H 20.177 15.897 8.619
H 20.550 13.606 8.044
H 19.038 11.795 8.760
O 18.682 9.959 10.603
C 19.210 8.583 10.688
C 17.997 7.617 10.797
O 18.026 6.600 11.498
O 16.952 8.121 10.136
C 19.982 8.453 11.972
C 19.390 8.273 13.217
C 20.156 8.455 14.376
C 21.519 8.578 14.309
C 22.125 8.546 13.072
C 21.402 8.392 11.927
C 20.055 8.273 9.442
C 20.284 9.286 8.481
C 20.839 8.907 7.261
C 21.324 7.632 7.082
C 21.236 6.684 8.094
C 20.527 6.972 9.269
H 18.748 10.465 11.475
H 18.351 7.994 13.253
H 19.621 8.473 15.314
H 22.070 8.685 15.263
H 23.178 8.648 13.022
H 21.941 8.227 11.008
H 20.189 10.343 8.668
H 20.812 9.624 6.421
H 21.921 7.333 6.215
H 21.721 5.725 7.954
H 20.342 6.198 9.967
N 16.300 8.845 6.001
C 16.359 10.157 5.612
C 16.766 10.855 6.690
N 16.902 9.991 7.761
C 16.528 8.765 7.334
H 16.067 8.053 5.390
H 15.982 10.510 4.636
H 16.996 11.913 6.870
H 16.448 7.864 7.908
```

⟨S²⟩: 6.34
DFT total energy (hartree): -4115.37502
HOMO energy (spin up / spin down) (Ha): -0.25175 / -0.26670
Energy above the lowest of the compared OMol25 structures with the same formula, charge and spin (kJ/mol): 15.3
Spin multiplicity: 5
Maximum force (hartree/bohr): 0.0667
Orbital gap (spin up / spin down) (eV): 5.9 / 6.2